# 1
{"formula": "C30H43FIN3O2P", "method": "ωB97M-V/def2-TZVPD", "lumo_energy_ev": -3.0, "gap_ev": 6.9, "homo_ev": -9.90, "charge": 1, "elements": ["H", "C", "C", "C", "C", "H", "H", "N", "C", "H", "C", "H", "H", "C", "C", "C", "C", "C", "H", "C", "C", "H", "C", "H", "F", "H", "C", "H", "H", "H", "H", "H", "H", "N", "N", "C", "C", "H", "H", "H", "C", "H", "H", "O", "C", "I", "C", "H", "H", "H", "C", "H", "C", "H", "C", "H", "H", "H", "H", "H", "C", "H", "H", "H", "C", "O", "H", "H", "H", "C", "P", "H", "H", "C", "H", "C", "H", "C", "H", "C", "H"], "positions_angstrom": [[4.03720, 2.98537, -1.86331], [-2.02541, -0.36817, 1.74019], [-0.09011, 4.48224, -4.14109], [1.13598, 4.02412, -3.18967], [2.07738, 0.47528, -0.37242], [4.78505, -7.36835, -3.62809], [1.17021, -6.14704, -3.09835], [1.07085, 4.09085, -1.84417], [3.34858, -4.51045, -1.30812], [-4.98112, 3.29502, -2.07574], [3.63033, 2.68291, -0.84427], [-5.51114, 1.39300, 1.68612], [-1.86421, -0.41217, 7.08698], [0.86628, -3.97916, -1.30728], [0.68113, -0.82413, 1.54481], [-0.63133, 0.90458, -0.12257], [3.61621, 3.92247, 0.20167], [2.41651, 3.44337, -3.98910], [1.62169, -1.36421, 1.90417], [-1.94262, 0.10677, 6.05630], [-3.02480, -0.79555, 5.22604], [3.12485, 4.08096, 2.39916], [0.67168, 0.16113, 0.36645], [2.20760, 3.33257, -5.12130], [-0.67687, -2.02505, 3.29370], [-4.00759, 2.26218, 2.50512], [-3.22402, 3.33989, -0.71031], [-2.51139, -1.79657, 5.05886], [4.37928, 1.91893, -0.40544], [0.42312, -5.16981, 0.44300], [-2.94387, -2.96029, 3.33241], [-2.24228, 1.20234, 6.12675], [-0.62916, 3.55376, -4.57371], [3.29975, -6.15850, -2.76338], [2.05006, -4.74094, -1.72037], [0.99645, 2.68969, -1.36340], [2.17288, 1.99826, -0.90228], [4.47855, 4.66092, -0.00746], [-0.93597, -0.07995, 5.54555], [-5.13700, 3.15858, 1.37447], [2.04029, -5.74583, -2.59852], [1.41455, -3.74740, 0.77532], [-3.91611, -0.90942, 5.95580], [3.00454, -0.36495, -0.47721], [-4.64428, 2.12986, 1.56969], [5.91822, 3.56147, 2.26031], [4.13400, -5.41129, -1.95759], [-3.35719, -2.81170, 1.50326], [-3.56138, 2.36853, -2.77307], [-3.83462, 4.17354, -0.18549], [0.58192, -4.12210, 0.17588], [-4.71702, 0.13434, 4.07220], [-2.03328, 0.70287, 0.57170], [-3.59486, 4.28807, -2.80255], [-0.38303, 1.83884, -1.37583], [3.41685, -6.95562, -4.68824], [5.19095, -5.61168, -1.95594], [-2.14423, 3.69074, -0.65776], [3.20559, -8.15167, -3.38006], [2.59946, 2.37614, -3.60890], [-3.59623, -0.07052, 3.91908], [-0.31126, -3.55614, 0.44644], [1.03471, -2.93070, -1.56790], [-4.22859, -0.47651, 1.82303], [3.70534, -7.22719, -3.67177], [-1.08120, 1.92862, -2.40988], [0.00914, -4.33295, -1.88552], [-0.88436, 5.08095, -3.58681], [-3.06751, 0.95773, 3.85221], [-3.57580, -2.42249, 2.55888], [-3.58269, 1.63238, 0.03223], [2.59380, 4.46364, 0.20230], [3.34175, 4.11923, -3.87624], [-0.72145, -1.08765, 2.21075], [3.54853, -3.72713, -0.59721], [-3.83374, 3.33539, -2.22668], [0.28653, 5.06090, -5.07026], [-3.37020, -0.81287, 2.52593], [-4.68765, -2.58479, 2.82499], [3.80197, 3.41211, 1.74582], [3.41580, 2.34043, 1.78769]]}


# 2
{"formula": "C30H43IrN4O6SbSe", "method": "ωB97M-V/def2-TZVPD", "relative_energy_kcal_mol": 0.0, "lumo_energy_ev": [-5.7, -6.8], "gap_ev": [6.7, 6.5], "multiplicity": 6, "homo_ev": [-12.44, -13.30], "charge": 2, "elements": ["C", "H", "H", "H", "N", "H", "H", "Ir", "C", "C", "H", "H", "C", "C", "C", "C", "C", "H", "H", "N", "H", "C", "O", "H", "H", "H", "C", "H", "C", "C", "C", "H", "H", "C", "H", "O", "C", "H", "H", "Se", "H", "H", "C", "H", "O", "Sb", "C", "H", "H", "C", "O", "H", "N", "H", "N", "O", "C", "H", "C", "H", "H", "C", "H", "H", "C", "C", "H", "C", "H", "C", "C", "H", "H", "O", "H", "C", "C", "H", "H", "H", "C", "H", "H", "H", "H", "C"], "positions_angstrom": [[-0.95918, -0.48500, -2.50329], [-5.42077, -1.99222, -0.02457], [-6.09213, -3.28657, -1.00261], [4.69767, 1.11019, -4.37873], [3.65360, 3.61621, -1.38946], [4.71134, 3.41929, -4.61220], [2.43997, 1.29658, -2.39976], [0.37528, 0.86420, 0.27095], [4.26141, 4.05676, -2.64671], [2.70743, 3.17678, 3.56323], [-2.04295, -3.46032, -4.99007], [-3.74115, 1.25582, -0.37554], [4.28787, 3.64620, -0.25132], [-1.93237, 0.00035, -1.54868], [2.49541, -0.00201, -3.85169], [-0.53628, -2.07931, -4.32777], [-2.90904, 1.04459, 0.29934], [5.32617, 4.18612, -2.45132], [2.27831, 3.14015, 4.55930], [-0.35365, 2.09062, 1.94958], [-4.96816, -4.36071, 0.95857], [-3.72257, -2.76847, 3.23381], [0.78533, 1.00751, -1.85562], [-1.82237, -6.92039, 2.29601], [-2.34099, 3.08277, 0.69083], [-2.38144, -1.86649, -3.27560], [3.73291, 3.37481, 1.01812], [-1.93755, 2.52445, 3.25294], [4.92484, 3.75654, 4.63251], [-1.73525, 1.89739, 2.38186], [0.35401, 0.03829, -2.60432], [-0.40009, -4.08895, -5.07803], [-0.95865, -2.91401, -6.26450], [-2.69962, 2.21192, 1.24549], [4.33004, 4.06299, 5.49138], [1.15067, -0.23499, 2.02247], [-4.91845, -1.83008, 3.14917], [5.66108, 4.53503, 4.43800], [4.99998, 1.48580, -2.68766], [0.48668, -1.70562, 1.57737], [-2.96453, -0.29390, -1.75831], [-4.63100, -0.83860, 2.79295], [-1.01088, -3.19589, -5.21274], [-3.92713, -4.66615, -0.46149], [-1.06666, -1.68157, 2.16289], [-2.72721, -3.10421, 1.38420], [1.19464, -0.51805, -3.61469], [5.56466, 3.94288, 1.98691], [-3.66933, 2.48592, 1.66307], [-4.38220, -3.89739, 0.16019], [0.39508, -1.34831, -0.05332], [5.32940, 3.95241, -0.29470], [-1.71924, 0.72325, -0.51088], [3.03012, 3.21180, -4.20970], [3.03946, 0.95037, -3.15893], [1.27174, -3.02094, 1.96827], [0.47946, 2.60358, 2.77004], [-0.83719, -4.97588, 1.03477], [4.05735, 3.51575, 3.43202], [-4.02162, -3.75944, 3.58445], [-2.97434, -6.34861, 1.09940], [-1.57314, -4.83682, 1.82621], [2.65917, 3.38457, -1.32490], [-1.01743, -4.58114, 2.73044], [-1.36343, -1.50149, -3.36581], [4.04136, 3.09927, -3.81346], [-3.16033, 0.14834, 0.87843], [-2.44697, -6.07234, 2.01350], [1.41341, -1.95786, -5.18830], [0.73800, -1.55975, -4.43807], [2.38428, 2.92870, 1.16513], [3.07443, -0.40465, -4.67820], [-4.59135, -2.52112, -1.49293], [1.68215, 2.63080, 0.11285], [-1.83465, 0.84876, 2.68416], [-5.15917, -2.86432, -0.62675], [4.29002, 1.61846, -3.50641], [-5.37402, -1.70202, 4.13113], [-3.18542, -5.94056, 2.80595], [0.12803, 2.88284, 3.76535], [1.87615, 2.87467, 2.49013], [-2.96212, -2.39525, 3.92047], [3.85360, 5.03588, -2.90280], [-5.69276, -2.21404, 2.48252], [5.46312, 2.84858, 4.90868], [4.53912, 3.62718, 2.14673]]}